[1]
# C28H25CuN9O4S2

C28H25CuN9O4S2 as an isolated structure (the ωB97M-V functional and the def2-TZVPD basis, the OMol25 dataset).

Values from the calculation:
- HOMO level (alpha / beta): -7.4 / -7.4 eV
- HOMO-LUMO gap (alpha / beta): 6.71 / 6.14 eV
- 2S+1: 2
- <S²>: 0.75
- Charge: 0
- Energy relative to the best compared isomer or geometry (same formula, charge and spin): 27.9 kJ/mol

XYZ file:
```
69
C28H25CuN9O4S2 | the OMol25 dataset | the ωB97M-V functional and the def2-TZVPD basis
Cu 0.49 -1.19 0.51
O 1.70 5.46 0.88
C 0.73 4.87 1.36
O -0.37 5.29 1.77
C 0.85 3.33 1.39
C -0.04 2.56 2.14
C 0.02 1.18 2.05
N 0.87 0.60 1.21
C 1.78 1.30 0.55
C 1.81 2.68 0.63
C 2.71 0.45 -0.23
C 3.78 0.97 -0.94
C 4.59 0.09 -1.64
C 4.31 -1.26 -1.61
C 3.21 -1.69 -0.88
N 2.44 -0.86 -0.19
C -0.79 0.23 2.85
C -1.76 0.66 3.76
C -2.44 -0.29 4.50
C -2.15 -1.63 4.31
C -1.19 -1.97 3.38
N -0.51 -1.07 2.67
H -0.76 3.10 2.75
H 2.52 3.30 0.10
H 3.96 2.03 -0.96
H 5.43 0.47 -2.22
H 4.90 -1.98 -2.16
H 2.94 -2.74 -0.85
H -1.96 1.71 3.88
H -3.20 0.02 5.21
H -2.67 -2.40 4.87
H -0.96 -3.01 3.18
N -1.07 5.76 -3.07
C -0.81 4.41 -3.06
C -0.73 3.72 -1.85
C -0.48 2.36 -1.84
C -0.32 1.66 -3.02
C -0.43 2.33 -4.23
C -0.67 3.69 -4.25
S 0.18 -0.04 -3.01
O 1.63 -0.06 -2.96
O -0.44 -0.71 -4.12
N -0.30 -0.58 -1.57
C -1.58 -0.57 -1.21
N -2.60 -0.21 -2.01
C -3.80 -0.25 -1.47
C -4.05 -0.64 -0.16
C -2.94 -0.98 0.59
N -1.72 -0.94 0.09
H -0.89 6.25 -2.20
H -0.76 6.27 -3.88
H -0.85 4.26 -0.91
H -0.43 1.84 -0.89
H -0.32 1.78 -5.16
H -0.76 4.21 -5.20
H -4.62 0.06 -2.12
H -5.05 -0.67 0.25
H -3.03 -1.28 1.63
C 0.54 -7.04 1.31
N 0.35 -5.90 0.43
C 0.56 -4.63 0.79
N 0.96 -4.38 2.05
S 0.35 -3.40 -0.35
H 0.38 -7.95 0.73
H -0.18 -7.04 2.13
H 1.55 -7.07 1.71
H 0.05 -6.04 -0.52
H 0.94 -5.08 2.77
H 1.10 -3.42 2.32
```

=====

[2]
# C28H25F10GeN4O3SY

C28H25F10GeN4O3SY as an isolated structure at a distorted geometry (the ωB97M-V functional and the def2-TZVPD basis, the OMol25 dataset).

Values from the calculation:
- HOMO level: 0.0 eV
- HOMO-LUMO gap: 4.23 eV
- Charge: -2
- Energy relative to the best compared isomer or geometry (same formula, charge and spin): 42.5 kJ/mol

XYZ file:
```
73
C28H25F10GeN4O3SY | the OMol25 dataset | the ωB97M-V functional and the def2-TZVPD basis
Y 0.38 -0.32 0.28
C 0.93 -2.92 2.90
N 1.10 -2.69 1.47
C 0.26 -3.56 0.67
C -1.22 -3.35 1.00
N -1.41 -1.94 1.24
C -2.64 -1.48 1.46
C -3.90 -2.14 1.44
F -3.97 -3.47 1.20
C -5.10 -1.49 1.66
F -6.25 -2.19 1.60
C -5.16 -0.14 1.93
F -6.34 0.49 2.14
C -3.96 0.56 2.00
F -3.96 1.87 2.31
C -2.77 -0.10 1.78
F -1.62 0.61 1.93
C 2.50 -2.68 1.07
C 3.27 -1.60 1.83
N 2.43 -0.43 1.97
C 2.99 0.70 2.35
C 4.30 0.99 2.82
F 5.21 0.00 3.02
C 4.71 2.26 3.18
F 5.97 2.44 3.63
C 3.87 3.36 3.10
F 4.30 4.60 3.44
C 2.58 3.14 2.64
F 1.72 4.17 2.55
C 2.19 1.87 2.29
F 0.91 1.69 1.86
H 1.28 -3.92 3.19
H -0.12 -2.81 3.16
H 1.49 -2.17 3.45
H 0.53 -4.63 0.80
H 0.45 -3.32 -0.38
H -1.49 -3.97 1.87
H -1.80 -3.74 0.16
H 2.54 -2.46 0.01
H 2.98 -3.67 1.24
H 4.17 -1.39 1.24
H 3.62 -1.99 2.79
O -1.17 1.32 -0.66
C -1.73 0.49 -1.41
N -1.37 -0.79 -1.44
S -2.27 -1.66 -2.47
O -1.50 -2.15 -3.58
O -3.09 -2.61 -1.77
C -3.28 -0.30 -3.00
C -4.32 -0.27 -3.91
C -4.94 0.96 -4.12
C -4.52 2.10 -3.45
C -3.47 2.05 -2.54
C -2.86 0.83 -2.33
H -4.63 -1.16 -4.43
H -5.76 1.02 -4.83
H -5.03 3.04 -3.64
H -3.14 2.93 -2.00
C 1.89 1.75 -3.96
Ge 2.38 1.57 -2.03
C 1.57 3.19 -1.21
C 4.31 2.09 -2.05
C 1.97 -0.08 -1.23
H 2.27 2.68 -4.39
H 0.80 1.72 -4.08
H 2.30 0.90 -4.51
H 1.94 4.07 -1.74
H 1.86 3.29 -0.16
H 0.48 3.17 -1.25
H 4.48 3.03 -2.60
H 4.90 1.30 -2.52
H 4.67 2.21 -1.03
H 2.30 -0.86 -1.94
```

=====

[3]
# C28H26BIrN5O2PS

C28H26BIrN5O2PS as an isolated structure (the ωB97M-V functional and the def2-TZVPD basis, the OMol25 dataset).

Values from the calculation:
- HOMO level: -7.9 eV
- HOMO-LUMO gap: 6.67 eV
- Charge: 0
- Energy relative to the best compared isomer or geometry (same formula, charge and spin): 0.0 kJ/mol

XYZ file:
```
65
C28H26BIrN5O2PS | the OMol25 dataset | the ωB97M-V functional and the def2-TZVPD basis
Ir -0.82 -0.61 0.83
O -0.03 -2.16 4.57
C -0.64 -2.07 3.53
O -0.78 -0.95 2.88
C -1.34 -3.34 3.01
P -2.04 -3.46 1.32
C -2.87 -1.82 1.17
C -3.61 -1.26 2.25
C -4.47 -0.22 2.04
C -4.64 0.32 0.76
C -3.96 -0.19 -0.31
C -3.08 -1.27 -0.11
C -0.58 -3.03 0.28
C -0.68 -3.37 -1.10
C 0.37 -3.18 -1.95
C 1.60 -2.69 -1.47
C 1.74 -2.42 -0.14
C 0.66 -2.56 0.76
H -2.16 -3.53 3.70
H -0.66 -4.18 3.15
H -3.48 -1.66 3.24
H -5.00 0.21 2.88
H -5.31 1.17 0.62
H -4.08 0.22 -1.30
H -2.64 -1.75 -0.98
H -1.60 -3.80 -1.46
H 0.27 -3.44 -3.00
H 2.44 -2.56 -2.14
H 2.70 -2.10 0.26
H 0.87 -2.51 1.81
S -0.68 0.01 -1.41
C 0.91 0.73 -1.26
N 1.59 1.28 -2.22
N 1.05 1.27 -3.42
C 1.68 1.88 -4.51
C 1.03 1.88 -5.73
C 1.63 2.46 -6.83
C 2.88 3.06 -6.72
C 3.53 3.05 -5.48
C 2.93 2.47 -4.37
N 1.56 0.81 -0.05
N 0.98 0.32 0.95
C 1.72 0.45 2.18
C 1.12 1.03 3.29
C 1.87 1.17 4.44
C 3.18 0.75 4.49
C 3.78 0.19 3.36
C 3.05 0.06 2.20
H 0.10 0.92 -3.54
H 0.05 1.42 -5.83
H 1.12 2.46 -7.79
H 3.35 3.51 -7.57
H 4.50 3.52 -5.38
H 3.43 2.47 -3.41
H 0.09 1.36 3.25
H 1.40 1.62 5.32
H 3.75 0.85 5.40
H 4.81 -0.12 3.39
H 3.50 -0.33 1.30
B -2.94 3.40 1.95
C -2.19 2.08 1.55
N -1.64 1.12 1.24
H -3.57 3.74 0.97
H -3.68 3.10 2.87
H -2.10 4.21 2.27
```

=====

[4]
# C28H26CeClF2N6O4

C28H26CeClF2N6O4 as an isolated structure (the ωB97M-V functional and the def2-TZVPD basis, the OMol25 dataset).

Values from the calculation:
- HOMO level (alpha / beta): -11.3 / -11.3 eV
- HOMO-LUMO gap (alpha / beta): 7.42 / 7.45 eV
- Charge: +1
- Energy relative to the best compared isomer or geometry (same formula, charge and spin): 34.9 kJ/mol

XYZ file:
```
68
C28H26CeClF2N6O4 | the OMol25 dataset | the ωB97M-V functional and the def2-TZVPD basis
Ce -0.06 -0.77 0.08
N 2.55 -0.89 -0.51
C 2.95 -2.17 -1.12
C 1.96 -3.25 -0.71
O 2.31 -4.36 -0.35
N 0.66 -2.82 -0.86
C -0.35 -3.87 -0.61
C -1.36 -2.90 -0.05
O -1.91 -2.09 -0.85
O -1.17 -2.50 1.15
H 3.00 -0.11 -0.98
H 2.89 -0.87 0.44
H 3.96 -2.48 -0.84
H 2.90 -2.08 -2.20
H -0.02 -4.61 0.12
H -0.70 -4.35 -1.52
F 3.07 -3.24 4.08
C 2.70 -2.06 3.56
C 1.75 -2.03 2.54
C 1.38 -0.80 2.04
C 1.93 0.39 2.52
C 2.91 0.29 3.51
F 3.53 1.39 3.96
C 3.30 -0.92 4.05
C 1.51 1.67 1.91
C 1.57 2.90 2.57
C 1.10 4.03 1.94
C 0.59 3.94 0.65
C 0.56 2.69 0.07
N 1.00 1.58 0.66
H 1.34 -2.97 2.19
H 4.06 -0.96 4.81
H 1.96 2.95 3.57
H 1.14 4.99 2.44
H 0.23 4.80 0.11
H 0.17 2.57 -0.94
C -2.12 1.69 3.67
C -2.27 0.89 2.41
O -1.28 0.46 1.82
N -3.50 0.68 1.93
C -3.71 -0.11 0.72
C -3.46 0.67 -0.54
C -4.55 1.21 -1.21
C -4.35 1.97 -2.35
C -3.06 2.18 -2.79
C -2.03 1.59 -2.07
N -2.19 0.85 -0.97
H -1.28 1.29 4.23
H -3.02 1.69 4.28
H -1.88 2.72 3.39
H -4.29 1.06 2.43
H -4.75 -0.44 0.74
H -3.09 -1.00 0.78
H -5.54 1.02 -0.84
H -5.20 2.40 -2.88
H -2.84 2.76 -3.67
H -1.01 1.70 -2.43
Cl 3.42 1.06 -4.72
C 2.04 0.14 -4.24
C 1.54 -0.88 -5.04
C 0.43 -1.57 -4.59
C -0.13 -1.22 -3.37
N 0.38 -0.27 -2.58
C 1.44 0.41 -3.02
H 2.02 -1.11 -5.98
H -0.01 -2.37 -5.17
H -0.99 -1.74 -2.98
H 1.83 1.20 -2.39
```

=====

> Look up the energy relative to the best compared isomer or geometry (same formula, charge and spin) of the third one.

0.0 kJ/mol

=====

> Among the records above, which one has the lowest charge?

C28H25F10GeN4O3SY

=====

> The lowest charge belongs to which entry?

C28H25F10GeN4O3SY

=====

> Which value of charge does entry 1 give?

0